The following is a quantum chemistry calculation of a molecular structure, C29H50P2Ru, from the OMol25 dataset.

```
! wB97M-V def2-TZVPD RIJCOSX def2/J DEFGRID3
* xyz 2 5
Ru -0.626 0.464 -2.386
C 2.345 1.780 1.715
C 1.173 2.537 1.513
C 0.800 1.113 3.290
C 2.111 0.887 2.794
C 0.219 2.144 2.484
C 3.590 1.935 0.929
H 3.456 2.662 0.127
H 3.963 1.018 0.465
H 4.386 2.305 1.594
C 3.053 -0.111 3.313
H 4.059 0.135 2.968
H 2.800 -1.115 2.954
H 3.038 -0.130 4.404
C 0.160 0.507 4.470
H 0.923 0.295 5.222
H -0.358 -0.428 4.233
H -0.561 1.214 4.880
C -1.087 2.785 2.713
H -0.980 3.383 3.637
H -1.923 2.082 2.859
H -1.369 3.472 1.910
C 1.002 3.678 0.547
H 1.332 4.630 1.026
H -0.050 3.756 0.233
H 1.576 3.503 -0.373
C -0.444 -0.755 -4.004
C 0.605 0.179 -4.150
C 0.467 1.497 -4.830
C -0.910 2.157 -4.532
C -1.635 1.904 -3.223
C -2.552 0.769 -2.969
C -2.925 -0.223 -3.998
C -1.738 -0.816 -4.791
H 0.590 1.489 -5.940
H -1.637 1.934 -5.335
H 1.303 2.120 -4.464
H -1.663 -0.384 -5.810
H -0.099 -1.751 -3.701
H 1.611 -0.220 -4.111
H -1.969 -1.881 -4.960
H -3.452 -1.028 -3.485
H -3.309 0.998 -2.237
H -3.629 0.134 -4.751
H -0.741 3.249 -4.481
H -1.664 2.767 -2.540
P 1.190 -1.023 -0.787
C 2.038 -2.436 -1.448
C 2.020 0.405 -1.499
P -2.094 0.767 -0.099
C -0.513 -1.224 -1.281
C -3.237 2.132 0.240
C -2.839 -0.658 0.801
H 2.067 -3.227 -0.681
H 3.049 -2.151 -1.729
H 1.475 -2.725 -2.327
H 1.302 1.129 -1.916
H 2.787 0.206 -2.287
H 2.501 0.818 -0.627
H -3.278 -1.318 0.030
H -3.607 -0.368 1.519
H -1.989 -1.147 1.304
H -1.039 -1.660 -0.405
H -0.990 -1.690 -2.181
H -3.672 2.113 1.260
H -4.016 1.968 -0.511
H -2.695 3.081 0.053
C 0.157 -4.399 1.626
C 0.135 -3.149 2.526
C -1.200 -3.050 3.236
C 1.287 -3.200 3.538
C 0.361 -1.903 1.760
C 0.935 -1.164 0.949
H -0.010 -5.310 2.202
H 1.100 -4.520 1.076
H -0.618 -4.341 0.860
H -1.294 -3.791 4.031
H -1.350 -2.053 3.654
H -2.006 -3.180 2.517
H 2.268 -3.248 3.026
H 1.314 -2.269 4.127
H 1.218 -4.057 4.234
*
```

## Properties
- Kohn-Sham gap (spin up / spin down): 6.825 / 4.666 eV
- F_max: 4.94 eV/A

***

The following is a quantum chemistry calculation of a molecular structure, C29H51Cl2O3PtS5Si2, from the OMol25 dataset.

```
! wB97M-V def2-TZVPD RIJCOSX def2/J DEFGRID3
* xyz 1 1
Pt -0.829 -0.373 0.428
Cl -3.784 1.041 0.947
C -3.512 2.370 -0.107
C -4.363 3.454 0.049
C -4.268 4.552 -0.788
C -3.325 4.572 -1.801
C -2.478 3.490 -1.957
Cl -1.298 3.614 -3.221
C -2.548 2.361 -1.108
S -1.286 1.145 -1.385
H -5.103 3.420 0.837
H -4.934 5.395 -0.648
H -3.231 5.418 -2.468
C 4.787 -0.694 2.238
C 3.992 -1.353 3.361
S 2.272 -1.756 2.934
C 1.300 -0.597 3.918
C 1.189 0.842 3.435
S 0.408 1.159 1.814
C 1.784 1.645 0.731
C 2.919 0.645 0.523
S 4.238 0.956 1.743
H 4.841 -1.339 1.360
H 5.814 -0.537 2.576
H 4.019 -0.750 4.269
H 4.463 -2.310 3.596
H 1.704 -0.573 4.933
H 0.315 -1.055 3.977
H 2.168 1.309 3.367
H 0.582 1.411 4.141
H 2.160 2.589 1.134
H 1.291 1.874 -0.214
H 3.331 0.781 -0.477
H 2.562 -0.372 0.620
C -2.922 -4.827 3.434
C -1.489 -5.344 3.386
C -0.620 -4.643 4.422
C -1.454 -6.852 3.585
O -0.901 -5.106 2.085
Si -1.138 -4.063 0.869
S -0.795 -2.172 1.807
O -0.106 -4.391 -0.338
C 1.327 -4.534 -0.452
C 1.930 -5.059 0.844
C 1.898 -3.167 -0.803
C 1.550 -5.522 -1.585
O -2.646 -4.163 0.270
C -3.197 -4.706 -0.951
C -4.687 -4.393 -0.899
C -2.567 -4.053 -2.171
C -2.960 -6.212 -0.968
H -3.368 -5.059 4.404
H -3.524 -5.294 2.652
H -2.951 -3.744 3.292
H -0.987 -4.848 5.431
H -0.632 -3.561 4.260
H 0.412 -4.994 4.346
H -1.832 -7.117 4.576
H -0.430 -7.219 3.492
H -2.072 -7.347 2.832
H 1.791 -4.345 1.662
H 3.001 -5.227 0.707
H 1.461 -6.003 1.128
H 1.668 -2.455 -0.007
H 1.461 -2.805 -1.738
H 2.983 -3.225 -0.925
H 1.150 -6.503 -1.317
H 2.616 -5.628 -1.797
H 1.048 -5.177 -2.493
H -4.844 -3.309 -0.890
H -5.122 -4.805 0.014
H -5.206 -4.823 -1.758
H -2.714 -2.974 -2.124
H -3.037 -4.434 -3.079
H -1.498 -4.255 -2.213
H -3.394 -6.669 -0.077
H -1.888 -6.427 -0.987
H -3.421 -6.664 -1.849
C -4.428 -1.746 -4.237
Si -3.782 -0.103 -3.676
C -5.084 1.005 -2.950
C -2.726 0.733 -4.951
C -2.601 -0.465 -2.212
C -1.955 -0.614 -1.152
H -4.967 -1.579 -5.177
H -5.123 -2.190 -3.515
H -3.623 -2.457 -4.429
H -5.818 1.278 -3.716
H -4.651 1.930 -2.558
H -5.616 0.503 -2.135
H -3.361 1.024 -5.795
H -1.949 0.063 -5.328
H -2.249 1.633 -4.567
*
```

## Properties
- Kohn-Sham gap: 6.041 eV
- F_max: 1.92 eV/A

***

Across the entries above, ΔE to the lowest compared entry with this formula, charge and spin takes the values 0.0; 0.0 kJ/mol, respectively.
Across the entries above, molecular weight takes the values 561.7; 930.2 g mol⁻¹, respectively.